Below is C2H7N3S in the gas phase in a non-equilibrium geometry, with properties calculated with ωB97M-V/def2-TZVPD.

Bonds (Å) are listed after each position.
Element x y z (Å)
1 C 0.795 2.108 0.752  H3 1.081, H4 1.085, H5 1.098, N10 1.435
2 C 0.120 -1.137 -0.269  H7 1.121, N11 1.251, N12 1.401
3 H 1.712 2.456 1.208  C1 1.081
4 H 0.506 2.661 -0.136  C1 1.085
5 H -0.025 2.278 1.462  C1 1.098
6 H 1.940 0.472 0.206  N10 1.012
7 H 1.090 -1.678 -0.117  C2 1.121
8 H -0.636 -2.889 -1.031  N12 1.011
9 H -3.163 -1.728 -0.274  S13 1.371
10 N 0.999 0.712 0.487  C1 1.435, H6 1.012, N11 1.347
11 N -0.050 0.088 -0.082  C2 1.251, N10 1.347
12 N -0.886 -1.928 -0.837  C2 1.401, H8 1.011, S13 1.686
13 S -2.401 -1.415 -1.370  H9 1.371, N12 1.686

## Properties
**F_max**: 0.03616 hartree/bohr
**SMILES string**: CN/N=C/NS
**Total energy**: -642.783707 a.u.
**HOMO energy**: -7.5 eV
**Net charge**: 0
**ΔE to the lowest compared entry with this formula, charge and spin**: 1.876 eV